Computed, not measured: a 8-piece molecular cluster, C22H34F4N2O22S2 overall, with ωB97M-V/def2-TZVPD.

Output
HOMO ... -0.3540 hartree

Structure (ORCA input):
```
! wB97M-V def2-TZVPD RIJCOSX def2/J DEFGRID3
* xyz 0 1
C 6.88342 0.53984 2.43955
C 5.70814 -0.30992 1.98880
O 5.24644 -1.19329 2.69177
N 5.31094 -0.10881 0.70485
C 4.33842 -0.88938 -0.00412
H 7.53526 0.67514 1.56547
H 7.53020 0.05110 3.15611
H 6.51944 1.53393 2.69551
H 5.81442 0.62956 0.24569
H 4.80412 -1.24971 -0.92967
H 3.50811 -0.27948 -0.36766
H 3.96565 -1.76454 0.51445
C 1.34566 -4.22684 -2.94755
C 0.27421 -4.27281 -1.88790
O -0.08355 -3.25005 -1.32669
N -0.10468 -5.51450 -1.49161
C -1.04289 -5.75230 -0.44566
H 1.11852 -3.47804 -3.70344
H 1.53447 -5.15662 -3.48927
H 2.28805 -3.97040 -2.46104
H 0.26143 -6.26408 -2.05050
H -0.65054 -6.48544 0.26243
H -2.04180 -6.02288 -0.79166
H -1.19655 -4.88196 0.19351
C -2.87955 -2.05301 5.05416
C -1.78200 -2.06414 3.99683
O -2.48170 -1.58886 2.86928
C -3.82478 -1.76436 3.01934
O -4.60084 -1.69719 2.13265
O -4.09966 -2.02636 4.30506
F -1.31495 -3.31030 3.66539
H -2.82487 -1.07414 5.53627
H -2.89576 -2.87077 5.76401
H -0.89293 -1.46828 4.17979
C 1.34465 6.40921 1.59020
C 1.18745 7.13253 2.91494
O 1.99809 8.23957 2.74146
C 2.88142 8.03375 1.71225
O 3.79866 8.72017 1.48540
O 2.53065 6.92449 1.01136
F 1.70703 6.30443 3.89873
H 0.46044 6.67439 0.99580
H 1.43328 5.32759 1.63841
H 0.17169 7.31989 3.24031
C 0.87718 -0.10787 -3.51378
C 2.21100 0.57501 -3.75442
O 2.36272 0.40696 -5.15377
C 1.15331 0.14334 -5.72661
O 0.95615 0.12114 -6.89215
O 0.20309 0.01130 -4.77203
F 3.16269 -0.07529 -3.02435
H 0.22813 0.34896 -2.77309
H 1.07215 -1.16930 -3.35503
H 2.35191 1.63600 -3.56200
C -2.09916 4.05560 0.07709
C -2.69191 3.32595 1.27938
O -3.92306 2.86935 0.77506
C -3.75601 2.60851 -0.56276
O -4.42909 1.87544 -1.19518
O -2.79324 3.43124 -1.04113
F -3.00822 4.16987 2.30628
H -1.08225 3.75341 -0.14470
H -2.34504 5.11168 0.03992
H -2.08609 2.53352 1.71116
C 0.37866 -0.68261 0.39080
C -0.98546 -0.02415 0.33560
O -0.71204 1.32460 0.00867
S 0.80967 1.77059 0.40085
O 0.86461 2.68237 1.47575
O 1.53129 2.03680 -0.78276
O 1.16449 0.33994 1.00222
H 0.69240 -0.80839 -0.64828
H 0.39634 -1.59459 0.97155
H -1.42429 -0.13316 1.33154
H -1.64941 -0.53153 -0.36315
C -5.24075 -2.71969 -1.42878
C -3.77692 -2.91309 -0.87712
O -2.98312 -2.21270 -1.83864
S -3.66887 -2.37880 -3.27672
O -3.50813 -3.75142 -3.63417
O -3.25126 -1.39229 -4.17987
O -5.10959 -2.04987 -2.69365
H -5.81564 -2.07583 -0.77353
H -5.69767 -3.69159 -1.59897
H -3.48487 -3.95854 -0.91764
H -3.67690 -2.38797 0.06539
*
```

=====

Computed, not measured: C22H34KN6O2 as an isolated structure, with ωB97M-V/def2-TZVPD.

Output
HOMO ... -0.1680 hartree

Structure (ORCA input):
```
! wB97M-V def2-TZVPD RIJCOSX def2/J DEFGRID3
* xyz -1 1
K 0.43818 0.72714 0.05419
N -2.88173 0.29899 2.25800
C -3.35650 -0.62573 1.24093
C -3.66132 0.00846 -0.11784
N -2.46090 0.54521 -0.70643
C -2.28677 0.45396 -2.13354
C -1.69850 -0.87901 -2.61672
N -0.38481 -1.14742 -2.07256
H -3.62880 0.94191 2.49759
H -2.11523 0.88667 1.90270
H -4.25770 -1.12637 1.61778
H -2.59587 -1.39822 1.09316
H -4.44670 0.77432 0.01964
H -4.07941 -0.74549 -0.79452
H -2.13296 1.40685 -0.26703
H -1.64489 1.27203 -2.47499
H -3.25318 0.57384 -2.65534
H -1.72879 -0.86224 -3.72030
H -2.36618 -1.68549 -2.29580
H 0.33415 -0.50375 -2.38969
H -0.04672 -2.08058 -2.25503
C 4.79589 -0.79729 1.84036
C 3.42989 -1.00921 1.24321
N 2.89794 -0.24838 0.36253
N 3.57197 0.88579 0.00498
C 3.07817 1.42729 -1.10965
O 2.19157 0.98680 -1.87253
C 3.71164 2.76112 -1.44774
C 3.18388 3.51061 -2.49346
C 3.72425 4.74377 -2.82212
C 4.80698 5.24159 -2.11198
C 5.34282 4.49776 -1.06916
C 4.79765 3.26756 -0.73804
C 2.61418 -2.15798 1.70394
C 3.15844 -3.11176 2.57535
C 2.38091 -4.17206 3.00653
C 1.07220 -4.25897 2.56168
C 0.61608 -3.26680 1.70531
N 1.34333 -2.24777 1.28130
H 5.23768 0.08774 1.39207
H 5.44982 -1.65233 1.65183
H 4.74012 -0.65666 2.92268
H 2.34143 3.09622 -3.03109
H 3.29708 5.32187 -3.63298
H 5.22971 6.20584 -2.36758
H 6.18648 4.88301 -0.50896
H 5.19942 2.68377 0.07739
H 4.18056 -3.01718 2.91048
H 2.79097 -4.91371 3.68102
H 0.41011 -5.05792 2.86649
H -0.40758 -3.29573 1.34408
C -0.13484 3.83400 2.82072
C -1.16045 3.63182 1.69022
C -0.97564 4.75257 0.64791
C -2.57759 3.74053 2.28430
O -0.96363 2.41057 1.09782
H -0.23628 4.80031 3.32735
H 0.87350 3.76446 2.40761
H -0.25402 3.03932 3.55957
H -1.09981 5.75924 1.06222
H -1.70306 4.61517 -0.15568
H 0.02364 4.67517 0.21509
H -2.77362 4.72483 2.72334
H -2.71174 2.99099 3.06639
H -3.31708 3.55823 1.50030
*
```

=====

Computed, not measured: C22H34MoNO3Sb2 as an isolated structure, with ωB97M-V/def2-TZVPD.

Output
HOMO (alpha / beta) ... -0.6109 / -0.6119 hartree

Structure (ORCA input):
```
! wB97M-V def2-TZVPD RIJCOSX def2/J DEFGRID3
* xyz 3 3
Mo -0.31148 -0.78356 -0.00903
C 2.69719 1.98793 1.22458
Sb 2.23305 -0.04287 0.91583
C 2.75295 -0.99023 2.71543
C 3.58568 -0.74584 -0.63260
C 4.20107 -2.05432 -0.27481
C 5.34037 -2.05406 0.53449
C 5.98030 -3.23279 0.87370
C 5.48695 -4.43615 0.39261
C 4.36138 -4.44680 -0.41706
C 3.70277 -3.26786 -0.75777
C 2.48823 -3.35626 -1.64342
Sb 0.67456 -3.36310 -0.49868
C -0.56843 -4.68578 -1.58206
C 1.23925 -4.50192 1.18450
H 2.06281 2.42705 1.99002
H 2.61804 2.52869 0.28478
H 3.73216 1.96045 1.56730
H 3.82425 -0.84885 2.85553
H 2.53336 -2.05355 2.66618
H 2.20820 -0.52091 3.53288
H 4.30136 0.07791 -0.64207
H 3.01420 -0.71473 -1.55540
H 5.75231 -1.10731 0.87073
H 6.87190 -3.21364 1.48535
H 5.98767 -5.36581 0.62775
H 4.00220 -5.38982 -0.81459
H 2.44886 -4.31331 -2.16358
H 2.41052 -2.56804 -2.39022
H 0.02372 -5.58931 -1.72059
H -0.82192 -4.25499 -2.54784
H -1.47109 -4.92399 -1.02412
H 1.37665 -5.52891 0.84818
H 0.47956 -4.47923 1.96292
H 2.18641 -4.12129 1.56165
O 1.44656 1.71931 -2.23619
C 0.47257 1.27868 -1.75170
O 0.24556 -0.14021 -1.66777
C -0.58384 2.01346 -0.99252
C -0.93727 3.31270 -1.24548
C -1.88399 3.89870 -0.40496
C -2.40205 3.17013 0.65236
C -1.98010 1.86427 0.84724
N -1.08932 1.28782 0.03032
H -0.49104 3.84704 -2.07439
H -2.20646 4.91746 -0.57849
H -3.13188 3.59943 1.32562
H -2.36940 1.26326 1.65817
C -1.32578 -1.71189 2.56371
C -2.37849 -2.25155 1.62804
O -2.29951 -1.41576 0.42666
C -3.30981 -1.79138 -0.60380
C -2.99446 -1.11271 -1.90223
H -0.98282 -2.44238 3.29409
H -1.63395 -0.80195 3.07442
H -0.40045 -1.46646 1.99540
H -3.38278 -2.17226 2.03953
H -2.19640 -3.28396 1.32943
H -4.26708 -1.48500 -0.18658
H -3.27752 -2.87817 -0.67624
H -2.98260 -0.02640 -1.80767
H -3.77864 -1.36396 -2.61822
H -2.05405 -1.45723 -2.34101
*
```

=====

Computed, not measured: C22H34N2O5P2Pb as an isolated structure, with ωB97M-V/def2-TZVPD.

Output
HOMO (alpha / beta) ... -0.2562 / -0.2559 hartree

Structure (ORCA input):
```
! wB97M-V def2-TZVPD RIJCOSX def2/J DEFGRID3
* xyz 0 1
Pb -1.03860 0.32044 0.52004
P -2.88579 -0.92888 -1.28109
P 0.98250 2.28372 1.32717
N -0.81804 2.18103 -1.41124
H -1.73524 -1.16582 2.15174
C -4.63969 -0.66821 -0.83208
H -5.29431 -1.34912 -1.39350
H -4.90841 0.37596 -1.04637
H -4.76318 -0.84358 0.24704
C -2.71322 -2.74642 -1.31082
H -3.56357 -3.20841 -1.83224
H -2.65932 -3.11431 -0.27698
H -1.76996 -3.01077 -1.80704
C -2.81150 -0.43464 -3.03484
H -3.40360 -1.11449 -3.66377
H -1.75958 -0.44575 -3.35247
H -3.17938 0.59577 -3.13165
C 0.42734 3.42191 2.64883
H 1.29268 3.92840 3.09963
H -0.11590 2.83579 3.40303
H -0.25692 4.15971 2.20781
C 2.27804 1.30987 2.18710
H 2.96762 1.98917 2.70776
H 2.82058 0.69812 1.45447
H 1.78346 0.64452 2.90784
C 1.92295 3.32712 0.15931
H 2.74108 3.84803 0.67669
H 1.23206 4.04414 -0.30192
H 2.31817 2.67487 -0.63083
C -0.90929 2.94984 -2.44842
C -2.02913 4.78141 -3.69471
C -1.93637 3.98151 -2.57320
C 0.01840 2.85330 -3.57026
C -0.09823 3.66693 -4.68121
C -1.11706 4.63444 -4.75737
H -2.81753 5.53491 -3.75612
H -2.63108 4.08240 -1.73367
H 0.80585 2.09788 -3.48823
H 0.60715 3.55631 -5.50715
H -1.19898 5.27397 -5.63873
C -1.46485 -0.70678 3.19948
O -0.85452 0.47834 2.84855
C -2.77363 -0.50394 3.97738
H -2.75248 -1.05522 4.92523
H -3.62147 -0.88373 3.39615
H -2.94898 0.55519 4.19506
C -0.49022 -1.65312 3.88966
H 0.01164 -1.12930 4.71405
H 0.26938 -1.99957 3.18148
H -1.01017 -2.52814 4.29299
O -0.04041 -2.11044 0.52030
C 1.06371 -1.64861 0.08174
O 1.22495 -0.43400 -0.30086
C 2.26565 -2.55513 0.05422
C 3.51302 -2.08708 -0.41277
C 4.64805 -2.88735 -0.32883
C 4.54608 -4.18422 0.21672
C 3.29751 -4.68209 0.63907
C 2.17150 -3.87096 0.55243
N 5.71975 -4.97123 0.40644
O 6.82558 -4.49597 0.06022
O 5.59972 -6.10593 0.92416
H 3.59270 -1.08564 -0.83692
H 5.61985 -2.53056 -0.66273
H 3.23866 -5.69121 1.04153
H 1.20494 -4.25438 0.88272
*
```

=====

Computed, not measured: a 6-piece molecular cluster, C22H34O19S overall, with ωB97M-V/def2-TZVPD.

Output
HOMO ... -0.3856 hartree

Structure (ORCA input):
```
! wB97M-V def2-TZVPD RIJCOSX def2/J DEFGRID3
* xyz 0 1
C 4.17380 5.13543 -0.59800
C 4.74045 3.90210 -1.34551
C 3.76563 3.41262 -2.40506
O 4.55567 3.29521 -3.62032
C 5.69029 3.94129 -3.43884
O 6.43190 4.35213 -4.28733
O 5.85675 4.39345 -2.15257
H 3.16222 4.94713 -0.25792
H 4.07028 6.01179 -1.25003
H 4.79267 5.41534 0.25532
H 5.10063 3.11430 -0.70389
H 3.00074 4.20724 -2.54975
H 3.32730 2.42482 -2.23856
C 2.55089 0.48366 5.05124
C 2.84094 1.88996 4.72460
C 2.45043 2.29920 3.29519
O 1.81295 3.56685 3.44755
C 1.59114 3.80700 4.73821
O 1.14708 4.81001 5.23984
O 2.12518 2.85685 5.51942
H 1.49714 0.23519 4.85451
H 2.71888 0.34455 6.12836
H 3.12904 -0.19920 4.43247
H 3.90704 2.08936 4.91046
H 1.65720 1.62401 2.91975
H 3.27493 2.37973 2.58439
C -3.72621 0.41680 -2.12046
C -4.10248 -0.27214 -0.84861
C -5.59034 -0.57342 -0.71861
O -5.64832 -1.99782 -0.42624
C -4.45118 -2.55266 -0.71365
O -4.26367 -3.76837 -0.63824
O -3.53499 -1.61682 -0.99123
H -3.78072 -0.31407 -2.91989
H -2.63839 0.60461 -2.13843
H -4.28120 1.34098 -2.33486
H -3.79247 0.15970 0.08963
H -6.03837 -0.47692 -1.73503
H -6.15002 -0.00186 0.00569
C -4.19614 -5.39055 1.99311
C -3.46857 -4.18858 2.58415
C -2.09482 -3.89277 1.91222
O -2.00496 -2.46891 2.01238
C -3.26515 -1.97814 2.27417
O -3.46168 -0.78127 2.20749
O -4.14513 -2.94797 2.47240
H -4.71567 -5.02749 1.11889
H -4.91911 -5.77707 2.74492
H -3.53641 -6.19382 1.63837
H -3.33262 -4.27654 3.65666
H -2.12861 -4.02226 0.82383
H -1.26731 -4.39137 2.44105
C 0.39613 -1.04428 -4.69138
C 0.87843 -2.20774 -3.95115
C 2.26009 -2.20919 -3.42298
O 2.09823 -2.93098 -2.23348
C 0.79392 -2.83960 -1.79704
O 0.39300 -3.25857 -0.75772
O 0.10772 -2.28365 -2.80729
H -0.66183 -1.15022 -4.84956
H 0.87535 -1.03454 -5.66776
H 0.57624 -0.09164 -4.20499
H 0.71129 -3.14219 -4.49487
H 2.58950 -1.15149 -3.21686
H 2.97954 -2.61795 -4.13288
C -0.39939 -0.58970 0.39311
C -1.00171 0.62157 0.97541
O -0.82178 1.59815 -0.12540
S 0.50139 1.29207 -0.97535
O 1.54323 2.25037 -0.64885
O 0.05811 1.17539 -2.36439
O 0.82503 -0.09091 -0.35351
H -0.99817 -0.96249 -0.43036
H 0.00838 -1.25276 1.12632
H -0.47851 1.03779 1.81310
H -2.07081 0.53122 1.17463
*
```

=====

Computed, not measured: a 3-piece molecular cluster, C22H35BF2O4P2 overall, with ωB97M-V/def2-TZVPD.

Output
HOMO ... -0.3100 hartree

Structure (ORCA input):
```
! wB97M-V def2-TZVPD RIJCOSX def2/J DEFGRID3
* xyz 0 1
C 3.14898 -3.10405 4.65331
C 3.97215 -2.51581 3.34510
C 2.92752 -1.78940 2.30772
P 3.33369 -2.23183 0.45974
C 1.77680 -1.69374 -0.50482
C 0.80660 -2.91647 -1.00525
P 0.05897 -3.98706 0.38733
O -0.46622 -5.33492 -0.32575
O -1.34985 -3.29696 1.16582
C -0.99232 -2.19931 2.07794
C -2.43683 -1.45045 2.46574
O 1.22510 -4.53348 1.58698
C 1.92016 -5.75289 1.13756
C 3.31596 -6.07638 1.97466
B 4.88738 -1.20932 0.00882
C 5.59579 -0.10600 1.05321
O 5.52998 -1.42145 -1.31926
H 3.53795 -4.20194 4.82298
H 3.49825 -2.47730 5.60697
H 1.98689 -3.02181 4.51839
H 4.73447 -1.71241 3.77548
H 4.61782 -3.33450 2.79658
H 2.97322 -0.61833 2.38069
H 1.80473 -2.13193 2.50169
H 1.18886 -0.84313 0.09061
H 2.15994 -1.14945 -1.49535
H 1.30227 -3.62471 -1.81315
H -0.11301 -2.40246 -1.56628
H -0.23219 -1.42463 1.63793
H -0.48554 -2.61824 3.07367
H -2.82762 -0.84224 1.52691
H -2.36023 -0.77618 3.41950
H -3.20093 -2.35046 2.62861
H 1.18704 -6.66109 1.37817
H 2.21934 -5.72701 0.00200
H 3.38136 -7.22484 2.28771
H 4.28994 -5.77364 1.36938
H 3.31944 -5.38977 2.94650
H 6.76467 -0.27879 1.00058
H 5.29981 -0.32626 2.18561
H 5.26404 0.99581 0.83885
H 5.63061 -2.43382 -1.38788
F -3.01820 1.53630 1.34498
C -3.20819 1.72384 0.03222
C -3.15549 0.63364 -0.82937
C -3.35835 0.82770 -2.19567
C -3.60106 2.11283 -2.68692
C -3.64701 3.20142 -1.81469
C -3.45523 3.00540 -0.44727
H -2.95750 -0.35597 -0.43072
H -3.32689 -0.01920 -2.87663
H -3.75479 2.26437 -3.75320
H -3.83198 4.20129 -2.19985
H -3.49649 3.83900 0.24594
F -4.15624 6.49490 -1.64454
C -4.09450 7.11749 -2.82910
C -3.99979 8.50424 -2.86909
C -3.93031 9.15255 -4.10216
C -3.96737 8.40672 -5.28289
C -4.06766 7.01556 -5.23238
C -4.12584 6.36692 -3.99913
H -3.98074 9.06751 -1.94182
H -3.84824 10.23582 -4.14406
H -3.91765 8.91311 -6.24449
H -4.10049 6.43749 -6.15274
H -4.19498 5.28571 -3.94137
*
```

=====

Here are the calculated electronic energy numbers, same order: -103930.1997 -52728.8096 -45901.2104 -60403.1699 -73102.8764 -56256.8792 (eV).
Here are the calculated strongest force on any atom numbers, same order: 0.051 0.010 0.028 0.063 0.066 0.147 (Eh/bohr).